Entry 1:
C3H8BBr2Na6O3 | ωB97M-V with the def2-TZVPD basis set

Geometry (Å):
Na: -0.33233 -1.68684 -0.97819
Na: 1.31801 1.89512 2.41971
Na: 4.20673 -1.71073 1.14138
Na: 1.14761 -3.76475 1.33529
Na: -1.80604 0.21616 2.20068
Na: 2.13254 -1.81193 3.82465
C: 1.50261 -0.63112 1.04838
O: 2.28385 -0.24899 2.00250
O: 0.36187 -0.10688 1.05335
O: 1.82646 -1.53447 0.21164
B: -2.56706 -1.09866 0.17429
H: -3.29037 -0.71814 0.97425
H: -2.13379 -0.28526 -0.50197
H: -1.74132 -1.56776 0.78776
H: -3.03848 -1.90523 -0.51410
Br: -0.84835 0.44758 -3.50060
C: 0.38149 1.22640 -2.12104
C: -0.29686 2.48802 -1.65121
Br: 0.84932 3.46631 -0.37189
H: 1.38133 1.42271 -2.50365
H: 0.49627 0.50231 -1.31673
H: -1.28048 2.25290 -1.24080
H: -0.55302 3.15324 -2.47370

## Properties
**Net charge**: +3
**Orbital gap**: 5.10 eV
**Total energy**: -6490.73176 Eh

Entry 2:
C3H8BNO | ωB97M-V with the def2-TZVPD basis set

Geometry (Å):
B: 1.45505 -0.36090 -0.78959
C: 0.35418 -0.13198 0.28493
C: -0.60393 1.18898 0.06803
N: -1.98487 0.72138 -0.06375
O: -1.69255 -0.60978 -0.61950
C: -0.69649 -1.23559 0.21780
H: 1.56629 -1.44917 -1.00855
H: 1.98428 0.52014 -1.32777
H: 0.97480 0.04183 1.20524
H: -0.59986 2.00462 0.81738
H: -0.35217 1.66625 -0.90200
H: -2.52262 0.60162 0.81641
H: -0.34530 -2.02807 -0.42358
H: -1.03428 -1.50825 1.21304

## Properties
**Structure (SMILES)**: B[C@H]1CNOC1
**Orbital gap**: 9.86 eV
**Total energy**: -273.82075 Eh

Entry 3:
C3H8BNO2 | ωB97M-V with the def2-TZVPD basis set

Geometry (Å):
C: -0.57962 1.29406 -0.20876
C: -0.85727 0.04015 0.19015
C: -1.72606 -0.86356 -0.55657
N: -0.06080 -0.44714 1.37500
H: 0.04775 1.98270 0.27373
H: -1.02335 1.75432 -1.06961
H: -1.41455 -1.42713 -1.41294
H: -2.39776 -1.54823 -0.09078
H: -2.41196 -0.22033 -1.04868
H: 0.14708 0.35757 1.91231
H: -0.80852 -1.04653 1.92168
O: 3.52769 1.00681 -1.47471
B: 3.10400 0.21777 -0.67298
O: 2.57006 -0.65463 0.11082
H: 1.88331 -0.44582 0.75134

## Properties
**Structure (SMILES)**: C=C(C)N.O=BO
**Orbital gap**: 9.79 eV
**Total energy**: -349.23717 Eh

Entry 4:
C3H8Ba2CuNO2 | ωB97M-V with the def2-TZVPD basis set

Geometry (Å):
Cu: 2.37108 1.34153 3.04756
Ba: 4.67199 4.35814 2.09318
Ba: 3.18925 1.41816 -0.74699
O: 2.36812 3.15031 1.38250
H: 1.58115 2.60414 1.57457
C: 0.19254 -0.68817 -0.05926
O: 0.58844 0.49821 -0.04771
N: -0.94875 -1.02864 -0.63304
C: -1.56251 -2.33326 -0.39269
C: -1.87155 -0.15508 -1.32416
H: 0.71313 -1.52463 0.43220
H: -1.77042 -2.72557 -1.38817
H: -2.39083 -2.23212 0.30856
H: -0.85085 -2.96479 0.13911
H: -1.44995 0.83646 -1.48909
H: -2.17022 -0.48334 -2.31971
H: -2.66067 -0.07129 -0.57692

## Properties
**<S²>**: 0.753
**Net charge**: +3
**Orbital gap (alpha / beta)**: 4.85 / 6.35 eV
**Total energy**: -2014.79334 Eh
**2S+1**: 2

Entry 5:
C3H8BrClSi | ωB97M-V with the def2-TZVPD basis set

Geometry (Å):
C: 0.88602 -1.03699 0.27259
C: 0.28807 1.31286 -0.17666
C: -0.12576 0.06819 0.60072
Si: -1.94643 -0.13433 0.10168
Cl: -0.37914 0.68589 2.25802
Br: 1.44905 -0.81749 -3.31216
H: 1.88311 -0.72585 0.35598
H: 0.80662 -1.91630 1.07440
H: 0.77065 -1.47468 -0.64895
H: 0.09836 1.42900 -1.27380
H: -0.18746 2.23625 0.19561
H: 1.36792 1.67226 -0.06398
H: -2.78534 0.03320 1.28359
H: -2.12567 -1.33202 -0.66703

## Properties
**Orbital gap (alpha / beta)**: 9.20 / 3.85 eV
**Total energy**: -3442.65016 Eh

Entry 6:
C3H8BrN2 | ωB97M-V with the def2-TZVPD basis set

Geometry (Å):
C: -0.69590 -1.07707 -1.25284
C: 0.11131 1.06282 1.71881
C: -0.75737 0.24909 -0.37378
N: 0.15740 1.34648 0.34356
N: -0.89507 -2.00628 -1.89998
Br: 2.18611 -3.32209 -1.95997
H: 0.84513 1.76453 2.20167
H: -0.79537 1.50865 2.14477
H: 0.42405 -0.02102 1.89782
H: -1.11665 0.87003 -1.21375
H: -1.53793 0.08255 0.47688
H: 1.20509 1.30499 0.06477
H: 1.16345 -3.98704 -2.36006
H: -0.29424 2.22435 0.21211

## Properties
**<S²>**: 2.010
**Net charge**: +1
**Orbital gap (alpha / beta)**: 6.63 / 5.21 eV
**Total energy**: -2802.03663 Eh
**2S+1**: 3

Entry 7:
C3H8BrN3 | ωB97M-V with the def2-TZVPD basis set

Geometry (Å):
C: 0.62737 0.26449 -0.26243
C: -0.32242 -0.14168 -1.31600
C: 0.44883 1.72882 0.15886
N: 0.53992 -0.57094 0.98942
N: -1.60286 -1.18297 0.37052
N: -0.43998 -1.52443 0.98077
Br: -0.05401 -1.72385 -2.36559
H: 1.71896 0.08550 -0.60936
H: -1.16271 0.47689 -1.63014
H: -0.48586 1.92780 0.84292
H: 0.13691 2.28118 -0.75062
H: 1.22754 2.14433 0.79746
H: 1.48065 -0.97766 1.35595
H: -2.07096 -0.37954 0.85400
H: -0.04138 -2.40794 0.58424

## Properties
**Orbital gap (alpha / beta)**: 8.37 / 8.11 eV
**Total energy**: -2857.21024 Eh

Entry 8:
C3H8ClIO2Si | ωB97M-V with the def2-TZVPD basis set

Geometry (Å):
C: 1.60110 -0.21075 -1.86900
C: 0.77657 0.71586 2.69930
C: -2.68100 -1.57204 -0.54155
O: 1.24339 0.28851 -0.60638
O: 0.32225 1.36346 1.56931
Si: -0.01696 1.03275 0.02791
Cl: -0.28909 2.76234 -0.82751
I: -2.53300 -1.96618 -2.58863
H: 2.72341 -0.42431 -1.83250
H: 1.46877 0.46000 -2.81385
H: 0.84364 -0.99785 -2.07186
H: 0.32597 -0.16304 2.82000
H: 0.73013 1.29291 3.62932
H: 1.75304 0.56629 2.53303
H: -3.52738 -0.80172 -0.30116
H: -2.74083 -2.34621 0.17357

## Properties
**Orbital gap (alpha / beta)**: 6.88 / 8.10 eV
**Total energy**: -1316.90497 Eh

Entry 9:
C3H8ClN | ωB97M-V with the def2-TZVPD basis set

Geometry (Å):
C: 0.38787 -0.37010 -1.84603
C: 0.47610 -0.56792 -0.16417
Cl: 1.09976 0.85264 0.93152
C: -1.03673 -0.97687 0.21441
N: -1.95127 0.20579 0.16925
H: -0.42124 0.39018 -2.12681
H: 1.34756 0.02225 -2.51544
H: -0.13455 -1.39087 -1.88038
H: 1.24690 -1.28233 0.29178
H: -1.05903 -1.86877 1.01290
H: -1.49657 -1.61396 -0.74379
H: -1.22940 1.06059 0.51029
H: -2.25421 0.23679 -0.79435

## Properties
**Structure (SMILES)**: C[C@@H](Cl)CN
**Orbital gap**: 10.37 eV
**Total energy**: -633.93695 Eh

Entry 10:
C3H8ClN3 | ωB97M-V with the def2-TZVPD basis set

Geometry (Å):
C: -1.64698 -0.92382 -1.11207
C: 0.07404 0.85604 0.36013
C: 1.86390 0.72237 1.95100
N: -2.18180 -1.50677 -2.14409
N: -0.68314 -0.05302 -1.18555
N: 1.12155 0.28633 0.79376
Cl: -0.78921 2.14448 0.78171
H: -2.01900 -1.19444 -0.12654
H: 2.15912 -0.14782 2.54249
H: 1.28391 1.40623 2.57004
H: 2.78647 1.22690 1.64192
H: -2.91668 -2.19874 -2.04235
H: -1.87632 -1.32041 -3.09439
H: -0.29820 0.30946 -2.04945
H: 1.51417 -0.53503 0.32003

## Properties
**Net charge**: +2
**Orbital gap**: 10.05 eV
**Total energy**: -742.84173 Eh

Entry 11:
C3H8ClN3 | ωB97M-V with the def2-TZVPD basis set

Geometry (Å):
C: 2.82609 -0.37130 -0.07038
N: 1.44137 -0.60121 0.23659
C: 0.44689 0.22557 0.18412
Cl: 0.71380 1.89671 0.09138
N: -0.95848 -0.25861 0.10595
C: -1.93629 0.56037 -0.10059
N: -3.18109 0.32192 -0.02525
H: 2.89817 0.51909 -0.70805
H: 3.21408 -1.32127 -0.52706
H: 3.61546 -0.11364 0.69296
H: 1.15058 -1.54483 0.16090
H: -1.22686 -1.22395 0.39536
H: -1.65010 1.55831 -0.35770
H: -3.89726 1.07776 -0.32857
H: -3.45638 -0.72492 0.25034

## Properties
**Structure (SMILES)**: C/[NH+]=C(Cl)/[NH+]=C/N
**Net charge**: +2
**Orbital gap**: 10.50 eV
**Total energy**: -742.88015 Eh

Entry 12:
C3H8CsO | ωB97M-V with the def2-TZVPD basis set

Geometry (Å):
Cs: -30.78943 6.64360 22.86762
C: -31.29597 2.90132 24.37688
C: -32.45909 3.81164 24.73161
C: -33.35225 3.29540 25.83335
O: -31.94662 5.13644 25.07528
H: -30.67119 3.36937 23.61183
H: -31.66159 1.96000 23.96441
H: -30.67860 2.66867 25.24665
H: -33.05970 3.97966 23.83263
H: -34.13982 4.02278 26.04232
H: -32.77976 3.15618 26.75297
H: -33.84753 2.36784 25.55382
H: -31.43224 5.03628 25.88358

## Properties
**Net charge**: +1
**Orbital gap**: 10.82 eV
**Total energy**: -214.28866 Eh

Quick rundown of strongest force on any atom, same order as above: 0.0658 0.0459 0.0887 0.0523 0.1094 0.2340 0.0594 0.0827 0.0863 0.0925 0.0842 0.0079 Eh/bohr